Record 1
Computed, not measured: an isolated molecule of C6H8N2, with ωB97M-V/def2-TZVPD.

CARTESIAN COORDINATES (ANGSTROEM)
1 N 1.210 -0.173 -0.326
2 N -1.164 -0.203 -0.277
3 C 0.991 2.779 0.326
4 C -1.296 -1.265 0.752
5 C -0.017 1.889 0.255
6 C -0.685 -1.623 -0.557
7 C 0.878 -1.574 -0.707
8 C 0.093 0.452 -0.112
9 H -1.304 -2.114 -1.290
10 H 2.023 2.504 0.241
11 H -1.014 2.217 0.309
12 H 1.186 -1.823 -1.771
13 H 0.745 3.865 0.564
14 H -2.348 -1.542 0.919
15 H -0.701 -1.206 1.606
16 H 1.403 -2.183 0.068

Summary:
Energy, eV: -9329.5306
ΔE to the lowest compared entry with this formula, charge and spin, eV: 2.177
HOMO, eV: -9.2
SMILES string: C=CC1=NC[C@H]2CN12
LUMO energy, eV: 0.68

=====

Record 2
Computed, not measured: a cluster of 10 separate species, C20H58F6O9P in total, with ωB97M-V/def2-TZVPD.

CARTESIAN COORDINATES (ANGSTROEM)
1 P 0.946 -0.117 -0.269
2 F 2.542 0.303 -0.250
3 F 0.633 1.210 0.581
4 F -0.598 -0.565 -0.382
5 F 1.176 -0.875 1.148
6 F 0.854 0.778 -1.652
7 F 1.349 -1.364 -1.194
8 O -0.705 2.717 3.307
9 O 0.602 -0.882 -4.133
10 O -1.985 1.652 -3.450
11 O 0.164 -1.305 4.361
12 O 3.106 -5.978 0.436
13 O 3.768 4.937 3.103
14 O 2.904 3.106 -2.070
15 O 4.422 0.218 1.725
16 O -2.491 -2.853 -0.370
17 C -2.507 1.795 -2.123
18 C -3.239 -3.144 0.793
19 C 1.446 5.130 3.450
20 C -1.734 2.771 2.315
21 C -4.013 -1.895 1.233
22 C 1.896 -2.856 -4.442
23 C 2.356 4.277 1.253
24 C -3.303 0.544 -1.726
25 C 1.107 -6.176 -0.962
26 C -2.256 -3.583 1.892
27 C 0.469 -2.299 -4.374
28 C -3.441 2.988 -2.220
29 C -0.315 -2.414 -5.661
30 C -2.600 1.523 2.464
31 C 2.123 -5.244 -0.287
32 C 4.074 -0.624 2.794
33 C -2.603 4.002 2.545
34 C 2.565 5.267 2.418
35 C 1.420 -4.264 0.641
36 C 1.966 3.768 -2.926
37 H -2.765 -0.401 -1.678
38 H -4.270 2.694 -2.871
39 H -4.635 -1.446 0.457
40 H -0.027 -2.817 -3.549
41 H 1.977 -3.447 1.106
42 H 2.846 -5.950 1.360
43 H 1.943 -3.808 -4.992
44 H 1.271 3.001 -3.275
45 H -0.394 -3.411 -6.090
46 H -1.777 2.062 -1.350
47 H -2.180 0.577 2.129
48 H -3.486 4.020 1.904
49 H -1.325 -2.060 -5.424
50 H 0.396 -0.403 4.610
51 H -4.183 0.476 -2.365
52 H 2.607 6.309 2.084
53 H 0.012 2.193 2.929
54 H 2.602 -2.274 -5.039
55 H 1.467 4.149 3.927
56 H 0.866 -0.796 -3.205
57 H 2.265 -2.937 -3.420
58 H -1.793 0.711 -3.555
59 H 0.948 -4.751 1.505
60 H 0.761 -5.757 -1.912
61 H -3.363 -1.081 1.560
62 H -3.848 3.363 -1.278
63 H -1.782 -2.215 -0.240
64 H -0.291 -1.211 3.515
65 H -2.965 3.848 -2.695
66 H 0.412 5.265 3.123
67 H -4.663 -2.183 2.065
68 H 2.352 2.574 -1.484
69 H -2.039 4.931 2.473
70 H 1.566 4.605 0.573
71 H -1.235 2.863 1.345
72 H 0.217 -6.375 -0.361
73 H 2.515 4.212 -3.751
74 H 4.956 -0.935 3.362
75 H 0.039 -1.705 -6.410
76 H 1.550 -7.133 -1.246
77 H 2.025 3.293 1.583
78 H -3.585 1.678 2.000
79 H 3.803 0.085 0.984
80 H -2.636 -3.415 2.906
81 H -3.950 -3.935 0.568
82 H -2.134 -4.671 1.898
83 H 1.371 4.538 -2.424
84 H -3.040 3.957 3.549
85 H -1.284 -3.109 1.781
86 H 1.580 5.838 4.275
87 H 4.217 4.228 2.632
88 H -3.614 0.706 -0.687
89 H 3.396 -0.144 3.510
90 H 2.593 -4.707 -1.116
91 H 0.605 -3.767 0.105
92 H 3.619 -1.548 2.422
93 H 3.297 4.249 0.701
94 H -2.907 1.417 3.509

Summary:
Energy, eV: -65709.9120
ΔE to the lowest compared entry with this formula, charge and spin, eV: 0.000
Total charge: -1
HOMO, eV: -7.4
LUMO energy, eV: 2.54

=====

> ΔE to the lowest compared entry with this formula, charge and spin of number 1 (C6H8N2)?

2.177 eV